128
Properties=species:S:1:pos:R:3:forces:R:3 method="wB97M-V/def2-TZVPD" total_energy_ha=-2672.34020 e_above_lowest_kj_mol=51.3 total_charge=0 smiles="COCCNCCOC.COCCNCCOC.COCCNCCOC.COCCNCCOC.NC(N)=O.NC(N)=O.NC(N)=O.NC(N)=O" homo_lumo_gap_ev=9.15 e_lumo_ev=0.47
O 2.609629 4.910906 1.057529 -0.1741 -0.5778 0.6627
O -5.984740 1.024201 4.804205 0.3763 0.7308 0.2717
O 1.819229 -5.003711 -1.731755 -0.0231 0.9407 0.6337
O 1.922150 0.375012 -4.346454 0.2736 0.1394 0.4877
O -0.335027 3.313483 0.950977 -0.2337 -0.3591 0.1803
O 3.077920 -1.880601 1.521466 -1.0987 0.6437 0.2422
O -0.398468 -0.996664 -1.489390 0.1069 1.1303 -0.0475
O -0.987300 0.743167 5.241510 -0.1314 -0.8824 -0.1790
O 1.518062 4.663100 -3.821762 0.2338 -0.0450 1.0319
O -6.078054 0.571624 -1.881078 -0.4946 -0.0661 0.1668
O -2.734475 -2.701789 2.616890 0.8525 -0.2898 0.9036
O 7.116496 -5.414126 -3.356365 0.3794 0.8986 0.9016
N -3.526450 0.960980 3.718325 -0.2223 0.5693 -0.3448
N -1.330814 0.793507 -0.463265 -0.5778 1.3519 0.9912
N 0.567600 1.086887 -1.579979 0.0003 0.8217 0.7277
N -3.909808 -0.756498 0.863953 1.3411 -1.7713 -0.0553
N 2.224160 -1.301332 -5.764368 -0.1229 1.7045 0.7899
N 5.583700 -3.685366 -0.435799 0.1327 -0.5653 0.1082
N -0.439006 4.621477 -0.801038 -0.2345 0.9353 -1.0839
N 0.200430 -0.994109 -4.562862 -0.5579 -2.2613 -1.2597
N 2.441754 3.664539 -1.348668 0.2768 -0.9769 -0.6989
N -0.072085 -3.944548 -0.976040 1.4849 0.3660 -0.4406
N -1.897544 4.928695 1.052409 0.4470 -0.2278 -0.5422
N 1.689293 -2.735128 -2.015518 -0.3625 -0.8629 0.7918
C 0.395193 4.809367 -4.611840 0.2826 1.4046 -1.1644
C -3.531202 -2.167524 0.459901 0.4932 1.6261 1.4515
C -1.144892 0.516570 3.830897 1.3474 0.2170 1.0704
C 1.249858 -3.929362 -1.504505 -0.9262 -0.7401 -1.4711
C -0.847853 4.299642 0.400568 -0.7657 -0.6296 1.7586
C 4.420945 -2.841154 -0.209035 0.4549 -0.7148 0.7398
C 5.818282 -3.943287 -1.882312 -0.3892 1.2282 0.7881
C 2.376410 5.406508 2.412124 -0.1401 -1.0731 -1.2300
C 1.459916 -0.663565 -4.835200 1.1193 1.9561 -0.1211
C -5.108726 -0.253203 0.272165 -0.9782 0.0680 -0.6384
C -4.595333 1.883379 3.221175 1.0260 -0.0372 0.6730
C 3.282505 3.044741 -0.319488 0.5464 1.1118 -0.6489
C 6.254527 -6.484004 -3.611223 -0.4736 -1.1779 0.1215
C 2.873767 3.091484 -2.628872 0.0393 0.1646 -1.0344
C -0.371979 0.226237 -1.188347 -0.4882 -2.4898 -0.4729
C -4.990438 -0.059004 -1.261897 0.2811 -0.0433 0.8124
C -7.025152 0.242731 5.242815 -1.6810 -0.8254 -0.8422
C 4.313690 -2.446789 1.268078 1.0620 1.3513 -1.0071
C -2.309288 -2.583513 1.267556 -0.7949 -0.2906 0.4414
C -2.198178 1.384596 3.316854 -1.2844 0.7593 -1.5428
C 2.952849 -0.612896 0.896786 -0.7943 -1.0260 -0.2245
C 2.840770 3.466887 1.021637 0.4963 1.9551 1.2596
C 1.898470 3.328508 -3.796609 1.5919 -0.5227 0.4843
C -5.923054 1.206382 3.415624 -0.0743 -0.1046 -0.3117
C -7.169996 -0.300572 -2.143145 -0.4197 1.2834 -0.2783
C -1.743621 -3.272153 3.508625 -0.5717 -0.1140 -0.6855
C 7.003354 -4.839569 -2.051808 -0.2518 -0.2358 0.1097
C 0.154831 0.014597 5.693547 -0.4857 0.4344 -0.3673
H 0.271438 -0.921268 5.138222 0.1592 0.1215 -0.1711
H 5.930540 -2.996833 -2.427508 0.1912 0.0549 0.3514
H 4.356468 3.269584 -0.483396 -0.3058 0.0483 0.0066
H 3.696747 0.078574 1.257322 0.3801 0.4063 0.1994
H -2.121655 5.923446 0.999950 0.1919 -0.8280 0.0705
H 0.184384 5.870002 -4.475773 -0.8762 -0.0810 -0.2188
H -0.312244 -4.897644 -0.796235 -0.1684 -0.3085 0.4304
H -0.345397 -3.265700 -0.279939 0.1523 0.0771 -0.3022
H -1.090976 1.708607 -0.095142 -0.3371 -0.0145 0.2125
H 1.655083 4.754309 2.937260 0.2069 0.1296 -0.2003
H -0.076067 -1.955137 -4.740992 -0.1492 0.3613 0.1599
H -0.814038 5.352694 -1.368004 -0.0555 0.1983 -0.0816
H -1.297825 -4.157631 3.026104 0.0941 0.2916 0.1011
H -4.349088 -2.875546 0.603933 -0.0639 -0.0902 -0.1473
H 3.192699 1.975769 -0.358907 -0.1759 -0.6422 -0.2059
H 0.394741 4.130676 -1.050366 0.9372 0.0561 -0.6440
H -3.942181 -0.714314 1.889137 -0.0525 0.0752 -0.3859
H 4.930302 -4.373983 -2.273213 -0.8937 -0.8230 -0.7630
H 3.499256 -3.395621 -0.329303 -0.3852 -0.0336 -0.8232
H 2.101078 -2.206854 -6.070407 -0.2871 -1.9185 -0.7154
H -6.909066 -1.287458 -2.488523 0.5842 -0.5519 0.2009
H 1.254081 0.915033 -2.274977 0.4170 -0.4180 -0.6503
H 5.065881 -1.673409 1.482626 0.3845 -0.3854 0.2520
H 4.523897 -2.016187 -0.905911 -0.3758 0.3787 0.1699
H -3.527253 0.706941 4.714880 -0.5299 0.6568 -0.6551
H 1.050617 2.707463 -3.556960 -0.5963 -0.3621 -0.6052
H 2.647346 -2.707916 -2.319386 -0.1680 0.1318 0.0158
H 1.091788 -1.924529 -1.886374 0.1030 0.2419 -0.0337
H 5.171476 -6.214380 -3.772055 1.0447 -0.0194 -0.0138
H -2.095999 4.349777 1.859879 -0.2702 0.8480 0.1933
H -8.022328 0.699401 4.997615 0.6022 -0.2285 0.1711
H -2.256532 -3.635552 4.410074 0.0383 0.3864 -0.2801
H -6.011531 -0.885697 0.470927 0.3687 0.3434 0.0342
H -2.067603 0.311244 0.029005 -0.0626 -0.6235 -0.0779
H -0.014900 -0.284661 6.716066 0.1570 0.2914 0.4771
H -6.765796 1.768560 2.991739 -0.0401 0.4252 0.4025
H -5.999296 0.245158 2.887828 0.4189 -0.1607 0.1868
H 0.452527 1.996781 -1.166019 0.6696 0.3114 -0.3728
H 6.695028 -6.983411 -4.492036 -0.5982 0.2258 0.1867
H 7.915343 -4.317662 -1.725091 -0.0918 -0.2575 -0.6575
H -1.309209 -0.544530 3.649235 -0.2211 -0.0415 -0.1601
H 4.414855 -3.281616 1.934371 0.2597 -0.5805 0.1634
H 6.798702 -5.590642 -1.300524 0.4344 -0.9136 0.1398
H -7.873678 -0.345602 -1.309092 0.1174 -0.1795 0.1068
H 3.004682 -0.713835 -0.190004 0.1526 0.1586 -0.0481
H 1.948859 -0.288136 1.118244 -0.2606 0.4377 0.1977
H 1.879718 6.371957 2.244669 0.6493 -0.0687 0.4699
H -0.203347 0.829255 3.384553 0.2680 -0.1558 -0.4760
H -1.964271 -3.570296 0.911211 0.0442 0.2876 0.0666
H -2.160553 1.391012 2.205439 0.0214 -0.3164 0.4154
H 1.925464 2.951600 1.269129 -0.2683 -0.1104 0.5073
H -1.526350 -1.818486 1.149049 0.0542 -0.2023 0.0425
H 2.393594 3.084425 -4.780850 -0.6392 -0.3234 0.9431
H -7.682539 0.151190 -2.986654 -0.3024 0.1375 -0.0379
H 6.268467 -7.252745 -2.790445 0.0489 0.6707 -0.4102
H 1.025817 0.670766 5.558361 0.1143 -0.4611 0.2388
H 3.329639 5.391326 2.986280 -0.5910 0.4919 -0.3189
H -4.940795 -1.025368 -1.732642 0.7601 -0.6562 -0.1824
H -5.231196 0.720140 0.727726 -0.5648 0.3278 -0.0520
H 3.063466 -0.778487 -5.945391 0.1386 -0.4237 -0.0845
H -6.981659 0.120859 6.322190 0.2206 -0.1064 -0.0409
H 3.862789 3.443962 -2.957909 0.0717 0.0238 0.3723
H -4.095348 0.543828 -1.453088 -0.1016 -0.2000 -0.1508
H -0.181853 -0.578997 -3.755273 -0.4216 0.2900 1.0429
H -6.993739 -0.738022 4.702154 -0.1121 0.3548 0.6549
H 3.677902 3.324256 1.717844 -0.3751 -0.6413 0.2468
H -4.368984 2.129948 2.182025 -0.0753 -0.4395 -0.1882
H 0.687384 4.684077 -5.668644 -0.3230 -0.1621 0.0380
H 2.624586 4.658736 -1.361308 -0.0948 0.1512 0.1464
H 2.949281 2.010771 -2.481745 0.1437 0.0991 -0.2547
H -0.955139 -2.550393 3.785388 -0.2738 -0.2813 -0.1986
H 5.304090 -4.563037 0.033026 0.7381 0.2592 -0.5932
H -0.431046 4.129215 -4.389072 -0.0170 0.1109 0.2789
H -4.622634 2.901663 3.696197 0.0968 -0.7995 0.1618
H -1.962397 2.431851 3.542936 0.0102 0.1242 0.4984
H -3.147806 -2.142011 -0.530431 -0.2135 -0.0578 -1.2605